The following is a quantum chemistry calculation of C6H10F6N2O8S3V as an isolated structure in a non-equilibrium geometry, from the OMol25 dataset.

```
36
C6H10F6N2O8S3V | the OMol25 dataset | the ωB97M-V functional and the def2-TZVPD basis
H -1.163 2.891 2.326
F 1.342 2.293 3.201
H -0.016 5.459 -2.647
V -0.121 0.424 0.852
S 1.261 -0.298 3.533
N -2.373 0.029 0.141
F 0.649 1.623 5.143
H -2.375 3.879 1.500
S -0.369 3.245 -0.626
O 2.825 1.199 0.986
S 2.607 -0.204 1.170
H 0.693 4.223 1.216
N 2.513 -0.661 2.675
C -0.335 4.268 0.851
H 1.533 4.647 -0.825
O -1.267 -0.643 -0.175
H -0.536 5.269 0.457
C 1.534 1.411 4.192
H 1.508 4.920 -3.346
C 1.051 3.943 -1.502
F 3.814 -2.405 0.501
O -2.098 0.998 0.937
O 1.044 -1.144 4.641
F 4.306 -0.649 -0.670
O 0.044 -0.053 2.658
H 0.085 3.883 -3.449
C 0.619 4.588 -2.811
H -1.310 4.596 2.713
O -3.427 -0.249 -0.270
F 2.760 1.512 4.646
C -1.361 3.873 1.900
O 0.222 1.859 -0.164
H 1.703 3.084 -1.644
C 4.085 -1.119 0.543
F 5.105 -0.878 1.332
O 1.463 -0.744 0.381
```

The multiplicity is 3. Its max |F| is 2.09 eV/Å. The total energy comes out at -100232.8367 eV. The value obtained for the energy above the lowest of the compared OMol25 structures with the same formula, charge and spin is 0.300 eV. As for the charge: +1.

The following is a quantum chemistry calculation of one molecule with the formula C6H10FN in a non-equilibrium geometry, from the OMol25 dataset.

```
18
C6H10FN | the OMol25 dataset | the ωB97M-V functional and the def2-TZVPD basis
H 2.821 0.743 -0.402
H 0.567 -2.061 0.699
H 1.890 -0.481 1.470
C 1.301 -0.215 0.642
H 1.230 1.975 0.946
H 3.058 -1.001 -0.651
H 1.739 0.056 -1.730
H -0.277 1.000 1.515
N 0.198 -1.180 0.696
C -0.637 -1.109 -0.525
H -0.186 -0.680 -1.388
H -3.786 0.453 0.361
H -0.908 -2.112 -0.676
C 0.501 1.104 0.663
C -1.732 -0.301 -0.324
F -0.140 1.500 -0.500
C -2.691 0.169 0.138
C 2.212 -0.171 -0.680
```

Its max |F| is 7.39 eV/Å. The total energy comes out at -10587.2454 eV. The value obtained for the energy above the lowest of the compared OMol25 structures with the same formula, charge and spin is 3.824 eV. Its SMILES is C#CCN[C@@H](C)CF. As for the charge: 0.

The following is a quantum chemistry calculation of one molecule with the formula C6H10INO in a non-equilibrium geometry, from the OMol25 dataset.

```
19
C6H10INO | the OMol25 dataset | the ωB97M-V functional and the def2-TZVPD basis
H -0.132 -1.653 -0.400
H -1.749 0.084 0.287
H 2.100 0.638 1.084
H 1.572 -1.142 -0.600
H 0.499 -1.091 -1.928
I -2.943 3.606 -2.817
H -1.467 1.817 0.170
C 0.356 0.518 -0.326
H -2.889 0.263 -1.482
C -1.240 0.862 -3.013
H 0.745 1.471 1.576
N -1.863 1.897 -2.557
O -0.768 0.168 -3.843
H 0.911 1.241 -0.825
C -1.162 0.873 -0.357
H 0.769 -0.153 1.783
C 0.511 -0.910 -0.798
C -1.906 0.771 -1.623
C 0.990 0.621 1.117
```

Its max |F| is 4.23 eV/Å. The total energy comes out at -18019.3230 eV. The value obtained for the energy above the lowest of the compared OMol25 structures with the same formula, charge and spin is 1.209 eV. Its SMILES is CC(C)C[C@@H]1C(=O)N1I. As for the charge: 0.

The following is a quantum chemistry calculation of C6H10IO4 as an isolated structure in a non-equilibrium geometry, from the OMol25 dataset.

```
21
C6H10IO4 | the OMol25 dataset | the ωB97M-V functional and the def2-TZVPD basis
H 1.229 -0.437 2.921
H -0.212 1.266 2.582
I -0.511 2.050 -4.277
H 1.287 1.603 1.849
H -1.154 -1.672 0.160
H -1.457 0.240 -0.222
C -1.114 -0.612 0.513
H -0.136 2.050 0.953
C -0.522 -0.828 -3.385
H 0.128 1.377 -2.244
H -0.114 -1.783 2.444
O -1.455 -0.719 -2.692
C 0.244 1.202 1.614
H 1.595 -1.723 1.785
O 1.190 -0.375 -0.071
H -1.796 -0.399 1.304
C 1.174 0.156 -1.183
C 0.705 -1.157 2.157
O 0.354 -1.263 -3.982
O 0.341 1.201 -1.303
C 0.223 -0.179 1.078
```

The multiplicity is 3. Its max |F| is 7.75 eV/Å. The total energy comes out at -22672.5344 eV. As for the charge: -1.

The following is a quantum chemistry calculation of a 2-piece molecular cluster, C6H10IP overall in a non-equilibrium geometry, from the OMol25 dataset.

```
18
C6H10IP | the OMol25 dataset | the ωB97M-V functional and the def2-TZVPD basis
C 2.093 1.642 0.965
H 2.153 2.133 -0.034
H 2.700 2.281 1.694
C -2.696 1.466 -0.961
P 0.584 -0.558 0.283
H 1.658 -2.399 1.638
H 1.479 -2.702 -0.143
H 0.263 -1.140 -1.827
C -3.852 1.314 -1.570
C 1.498 0.503 1.378
C 0.861 -0.290 -1.313
H -4.446 0.546 -1.199
H -4.059 1.770 -2.625
H 0.975 0.738 -1.796
I -1.875 -0.441 1.202
C 0.904 -2.315 0.815
H 0.049 -2.891 1.107
H 1.712 0.342 2.388
```

Its max |F| is 3.12 eV/Å. The total energy comes out at -23767.0562 eV. The value obtained for the energy above the lowest of the compared OMol25 structures with the same formula, charge and spin is 0.000 eV. As for the charge: 0.

Repeat the fourth record exactly.
The following is a quantum chemistry calculation of C6H10IO4 as an isolated structure in a non-equilibrium geometry, from the OMol25 dataset.

```
21
C6H10IO4 | the OMol25 dataset | the ωB97M-V functional and the def2-TZVPD basis
H 1.229 -0.437 2.921
H -0.212 1.266 2.582
I -0.511 2.050 -4.277
H 1.287 1.603 1.849
H -1.154 -1.672 0.160
H -1.457 0.240 -0.222
C -1.114 -0.612 0.513
H -0.136 2.050 0.953
C -0.522 -0.828 -3.385
H 0.128 1.377 -2.244
H -0.114 -1.783 2.444
O -1.455 -0.719 -2.692
C 0.244 1.202 1.614
H 1.595 -1.723 1.785
O 1.190 -0.375 -0.071
H -1.796 -0.399 1.304
C 1.174 0.156 -1.183
C 0.705 -1.157 2.157
O 0.354 -1.263 -3.982
O 0.341 1.201 -1.303
C 0.223 -0.179 1.078
```

The multiplicity is 3. Its max |F| is 7.75 eV/Å. The total energy comes out at -22672.5344 eV. As for the charge: -1.

- The highest max |F| belongs to which entry?
  C6H10IO4